[1]
Formula: CH2N5O2
Source: OMol25
Level of theory: ωB97M-V with the def2-TZVPD basis set

```
10
CH2N5O2 ωB97M-V with the def2-TZVPD basis set
C -1.2004 0.7956 1.3210
N -2.0992 0.8664 2.0743
N 0.2699 1.2899 -0.3528
N 0.1781 -2.0490 1.1089
N -0.5997 0.5138 0.2409
N 0.6176 0.8719 -1.5681
O -0.1371 0.0899 -2.1489
O 1.6062 1.3600 -2.1398
H 1.1979 -1.9785 1.3778
H 0.1667 -1.7600 0.0868
```

Properties
* maximum force: 0.09394 hartree/bohr
* E_LUMO (alpha / beta): 1.361 / 0.640 eV
* ΔE to the lowest compared entry with this formula, charge and spin: 3.754 eV
* total charge: -1
* frontier orbital gap (alpha / beta): 5.1088 / 3.4955 eV

[2]
Formula: CH2NO2P
Source: OMol25
Level of theory: ωB97M-V with the def2-TZVPD basis set

```
7
CH2NO2P ωB97M-V with the def2-TZVPD basis set
C -0.7416 -0.1012 0.6963
N -0.1683 -1.0826 0.0668
O -0.8168 1.0962 0.4016
O 0.1052 1.0014 -1.2221
P 0.7683 -0.3319 -1.1293
H -1.1660 -0.4083 1.6613
H 2.0193 -0.1734 -0.4747
```

Properties
* maximum force: 0.04667 hartree/bohr
* E_LUMO (alpha / beta): -1.754 / -2.266 eV
* ΔE to the lowest compared entry with this formula, charge and spin: 3.625 eV
* total charge: 0
* frontier orbital gap (alpha / beta): 7.9539 / 7.9180 eV

[3]
Formula: CH2NO2S3
Source: OMol25
Level of theory: ωB97M-V with the def2-TZVPD basis set

```
9
CH2NO2S3 ωB97M-V with the def2-TZVPD basis set
N -0.5824 0.4412 0.9547
S -0.2053 0.9947 -0.3847
O -0.8447 2.3217 -0.5634
O 1.3330 1.1391 -0.8299
C 2.2585 0.1938 -0.3466
S 1.8144 -1.3647 -0.2949
S 3.6715 0.8866 0.1973
H -0.0956 -0.4423 1.3727
H -0.7167 0.4919 -1.5335
```

Properties
* maximum force: 0.07834 hartree/bohr
* E_LUMO: 3.409 eV
* ΔE to the lowest compared entry with this formula, charge and spin: 2.193 eV
* total charge: -1
* frontier orbital gap: 7.4563 eV

[4]
Formula: CH2NO3P
Source: OMol25
Level of theory: ωB97M-V with the def2-TZVPD basis set

```
8
CH2NO3P ωB97M-V with the def2-TZVPD basis set
C -0.6330 -0.5576 0.7414
N -0.0522 0.1006 -1.7932
O -1.1605 -2.5416 2.5374
O -1.1949 0.1008 2.0354
O -3.1766 -1.6880 1.3526
P -1.7080 -1.4808 1.6806
H 0.3297 -0.9086 0.9924
H 0.1527 -0.9014 -1.8713
```

Properties
* maximum force: 0.06998 hartree/bohr
* E_LUMO (alpha / beta): 7.191 / 7.181 eV
* ΔE to the lowest compared entry with this formula, charge and spin: 6.572 eV
* total charge: -2
* frontier orbital gap (alpha / beta): 6.0666 / 5.4901 eV

[5]
Formula: CH2NO3P
Source: OMol25
Level of theory: ωB97M-V with the def2-TZVPD basis set

```
8
CH2NO3P ωB97M-V with the def2-TZVPD basis set
C 0.1637 0.9057 -0.9109
N -0.5430 0.1022 -0.4708
O 4.9663 -0.5675 -0.8366
O 2.9756 0.8442 0.0957
O 2.8428 -1.6388 0.1408
P 3.6469 -0.4515 -0.1695
H 0.6076 1.6407 -1.4437
H -14.6599 -0.8351 3.5952
```

Properties
* maximum force: 0.08211 hartree/bohr
* E_LUMO: 4.801 eV
* ΔE to the lowest compared entry with this formula, charge and spin: 1.194 eV
* total charge: -2
* frontier orbital gap: 3.3336 eV

[6]
Formula: CH2NO3P
Source: OMol25
Level of theory: ωB97M-V with the def2-TZVPD basis set

```
8
CH2NO3P ωB97M-V with the def2-TZVPD basis set
H -2.3821 -1.0086 0.0624
N -1.2864 -1.0007 -0.2370
C -0.7223 0.0997 0.0465
P 1.1469 0.2361 -0.0669
O 1.5171 0.0707 -1.5777
O 1.4907 1.6397 0.3588
O 1.5634 -0.9174 0.8372
H -1.3272 0.8802 0.5768
```

Properties
* maximum force: 0.06598 hartree/bohr
* E_LUMO: 7.396 eV
* ΔE to the lowest compared entry with this formula, charge and spin: 1.171 eV
* total charge: -2
* frontier orbital gap: 6.1222 eV